No. 1
{"formula": "C23H29N3O3", "method": "ωB97M-V/def2-TZVPD", "orbital_gap_ev": 9.82, "smiles": "CCOC(=O)N1CCC2(CC1)[C@H](C(=O)[C@]13C[C@H]4C[C@H](C[C@H](C4)C1)C3)C2(C#N)C#N", "symbols": ["C", "C", "O", "C", "O", "N", "C", "C", "C", "C", "C", "C", "C", "O", "C", "C", "C", "C", "C", "C", "C", "C", "C", "C", "C", "C", "N", "C", "N", "H", "H", "H", "H", "H", "H", "H", "H", "H", "H", "H", "H", "H", "H", "H", "H", "H", "H", "H", "H", "H", "H", "H", "H", "H", "H", "H", "H", "H"], "xyz": [[4.90347, 3.38053, -0.36311], [5.23915, 2.41090, 0.76101], [4.27803, 1.36000, 0.85759], [4.44842, 0.32870, 0.00038], [5.33713, 0.25296, -0.81464], [3.50208, -0.62197, 0.18440], [3.45242, -1.76304, -0.70363], [2.02890, -1.95090, -1.22165], [1.07009, -2.17818, -0.06216], [1.63602, -1.75011, 1.27570], [2.41358, -0.44826, 1.12741], [-0.40625, -2.01823, -0.35859], [-1.31461, -1.38702, 0.63374], [-1.32818, -1.75764, 1.78726], [-2.19502, -0.22904, 0.18209], [-2.02376, 0.21884, -1.26938], [-2.96276, 1.39492, -1.55557], [-4.41008, 0.95733, -1.33706], [-4.58879, 0.51368, 0.11388], [-4.26304, 1.67714, 1.04872], [-2.81804, 2.11763, 0.82217], [-2.63571, 2.56277, -0.62745], [-1.87629, 0.95328, 1.11508], [-3.65532, -0.65818, 0.40872], [0.17326, -3.40910, -0.06028], [0.22426, -4.31638, -1.15971], [0.27013, -5.02632, -2.05556], [-0.10482, -4.07374, 1.17533], [-0.26875, -4.69114, 2.12329], [3.90200, 3.78299, -0.22877], [5.61817, 4.19837, -0.36350], [4.95614, 2.86628, -1.31945], [6.22899, 1.97369, 0.59627], [5.20758, 2.90762, 1.73310], [3.79130, -2.66704, -0.18420], [4.14351, -1.56361, -1.52520], [1.73537, -1.04673, -1.76270], [2.00098, -2.78449, -1.92620], [0.83990, -1.62293, 2.01104], [2.30253, -2.52910, 1.65406], [2.82362, -0.14292, 2.09362], [1.74375, 0.35208, 0.78361], [-0.64744, -1.85886, -1.40134], [-2.27323, -0.59494, -1.95515], [-0.99089, 0.52677, -1.45319], [-2.82913, 1.70756, -2.59727], [-5.08483, 1.78661, -1.55838], [-4.65819, 0.13541, -2.01260], [-5.62329, 0.19236, 0.27472], [-4.94059, 2.51105, 0.85427], [-4.39873, 1.36880, 2.08726], [-2.57790, 2.94797, 1.49493], [-3.29578, 3.40455, -0.84558], [-1.60725, 2.89383, -0.79049], [-1.98374, 0.62886, 2.15147], [-0.83897, 1.26658, 0.96534], [-3.89425, -1.50105, -0.24549], [-3.77513, -0.98916, 1.44186]]}


No. 2
{"formula": "C7H6S2", "method": "ωB97M-V/def2-TZVPD", "spin_multiplicity": 3, "orbital_gap_ev": [6.25, 6.17], "s_squared": 2.01, "symbols": ["C", "C", "C", "C", "C", "C", "C", "S", "S", "H", "H", "H", "H", "H", "H"], "xyz": [[-1.05001, -0.86959, 1.36609], [-0.17649, -1.36244, 0.33355], [-2.05979, 0.02603, 1.30084], [0.67594, -0.76995, -0.48650], [-1.16609, 1.52268, -0.64035], [1.74715, -0.11820, -0.75795], [2.95194, 0.01621, -1.20905], [-2.67298, 1.07904, -0.00083], [-1.16366, 2.67268, -1.90427], [-1.00288, -1.32840, 2.34327], [-0.29521, -2.44741, 0.20549], [-2.48835, 0.33610, 2.22701], [-0.45391, 0.94514, -0.06629], [3.51882, 1.00527, -1.05775], [3.63552, -0.70714, -1.65325]]}